# 1
A molecular structure, C16H31Br2Cl8NNb. Source: the Open Molecules 2025 dataset; level of theory: ωB97M-V/def2-TZVPD.

Computed properties:
net charge	-1
gap between HOMO and LUMO	6.48	eV
max |F|	0.0453	hartree/bohr
LUMO	1.9	eV

```
59
Properties=species:S:1:pos:R:3:lowdin_charge:R:1
C -4.0288 -1.1894 1.8900 0.05
C -2.9383 -1.6786 1.9752 -0.35
C -1.6285 -2.2427 2.0776 -0.45
Nb -1.1648 -3.6281 0.3340 1.29
C -1.6622 -2.0151 -1.1740 -0.37
C -3.1671 -1.9536 -1.5448 -0.38
N -3.4264 -1.8640 -3.0027 -0.03
C -0.2776 -5.0430 -1.2621 -0.85
Br 1.6250 -4.7837 -1.6139 0.54
C -0.8745 -6.0085 -1.9667 -0.93
C -0.2756 -6.9416 -2.9790 -0.20
Br -2.7329 -6.3254 -1.7208 0.66
H -5.0368 -0.8550 1.8575 0.01
H -0.9083 -1.4287 2.0262 -0.02
H -1.4761 -2.7573 3.0217 0.03
H -2.8209 -4.3427 0.5133 -0.12
H -0.6624 -4.8737 1.6027 -0.14
H 0.5547 -2.9941 0.6002 -0.11
H -1.0506 -2.0996 -2.0715 -0.03
H -1.4008 -1.0644 -0.6988 0.03
H -3.7003 -2.8236 -1.1638 0.05
H -3.6101 -1.0945 -1.0517 0.08
H -2.5750 -2.1001 -3.4966 0.02
H -3.5915 -0.8911 -3.2291 0.04
H -0.6192 -7.9506 -2.7575 0.06
H 0.7982 -6.9510 -2.8470 0.01
H -0.5379 -6.6567 -3.9935 0.08
Cl -1.2393 1.0850 2.9680 0.61
C 0.0514 2.3126 3.0485 -0.71
C 1.3851 1.7378 2.6445 -0.68
Cl 1.9986 0.5602 3.8360 0.53
H 0.0771 2.7126 4.0566 0.01
H -0.2295 3.1104 2.3651 0.05
H 2.1258 2.5307 2.5773 0.04
H 1.3214 1.2357 1.6822 0.06
Cl 1.5061 5.2090 3.3325 0.61
C 1.3927 6.0200 4.9167 -0.64
C 2.2148 5.3296 5.9733 -0.66
Cl 1.5587 3.7327 6.4046 0.57
H 0.3426 6.0617 5.1933 0.07
H 1.7581 7.0361 4.7782 0.07
H 2.2149 5.9307 6.8811 0.07
H 3.2418 5.1907 5.6460 0.07
Cl 0.1098 -0.5048 -4.0862 0.55
C 1.5674 -1.2752 -3.4001 -0.65
C 2.4079 -0.3018 -2.6228 -0.65
Cl 3.1649 0.9405 -3.6623 0.52
H 2.1195 -1.7214 -4.2226 0.07
H 1.2440 -2.0661 -2.7238 0.02
H 3.2161 -0.8365 -2.1280 0.08
H 1.8209 0.2163 -1.8703 0.03
Cl 0.3226 6.2572 -1.6320 0.53
C 1.7077 5.5013 -2.4657 -0.67
C 1.3942 4.1146 -2.9624 -0.67
Cl 1.1786 2.9545 -1.6357 0.56
H 2.5456 5.4921 -1.7740 0.07
H 1.9565 6.1425 -3.3095 0.07
H 2.2218 3.7468 -3.5674 0.05
H 0.4908 4.1010 -3.5663 0.07
```

# 2
A molecular structure, C16H31Cl4CuO8. Source: the Open Molecules 2025 dataset; level of theory: ωB97M-V/def2-TZVPD.

Computed properties:
2S+1	2
net charge	+1
gap between HOMO and LUMO (spin up / spin down)	3.89 / 3.92	eV
max |F|	0.0929	hartree/bohr
expectation value of S²	0.7610
LUMO (spin up / spin down)	-7.6 / -7.6	eV

```
60
Properties=species:S:1:pos:R:3:lowdin_charge:R:1
Cu 2.5085 4.0334 -6.8443 0.96
C 2.1783 -0.6632 -3.3789 0.04
C 2.3174 0.5964 -4.2194 -0.62
O 1.7710 1.6876 -3.9409 0.13
O 2.9905 0.6027 -5.2959 0.18
H 3.1043 -1.2354 -3.3232 0.10
H 1.3566 -1.3038 -3.6991 0.10
H 1.9473 -0.3247 -2.3688 0.09
C -0.6565 5.3485 -1.0304 -1.01
Cl -2.1105 4.7493 -0.2161 0.49
Cl 0.1838 6.3665 0.1617 0.48
H -0.0241 4.4734 -1.1799 0.01
H -0.8955 5.9392 -1.9148 0.03
C 1.1114 -3.6039 -7.9074 -1.00
Cl -0.1330 -4.8410 -7.6724 0.51
Cl 1.6870 -3.5084 -9.6345 0.45
H 0.6705 -2.6384 -7.6595 0.01
H 1.9746 -3.8591 -7.2927 0.02
O 5.5823 -0.2099 0.7524 0.02
C 4.8641 0.6026 1.4372 -0.50
O 4.5612 0.4918 2.7145 0.00
C 5.0229 -0.6096 3.5079 -0.19
C 4.1735 -1.8830 3.3231 -0.06
C 4.4049 1.8923 0.8252 0.01
H 4.9596 -0.3657 4.5684 0.12
H 6.0746 -0.8084 3.3020 0.12
H 4.2428 -2.1678 2.2733 0.07
H 3.1138 -1.7778 3.5556 0.06
H 4.6588 -2.6809 3.8852 0.08
H 5.2379 2.5838 0.9520 0.09
H 3.4732 2.3342 1.1785 0.08
H 4.3073 1.8264 -0.2585 0.07
O -1.4451 -0.2328 4.4098 0.06
C -0.2952 0.0347 4.0022 -0.46
O 0.7150 0.6893 4.6673 -0.05
C 0.4913 1.0181 6.0989 -0.18
C 0.9290 -0.2052 6.8665 -0.07
C 0.0802 -0.2182 2.5057 0.02
H -0.5804 1.1617 6.2363 0.11
H 1.0817 1.8746 6.4245 0.12
H 2.0120 -0.1947 6.9896 0.08
H 0.6610 -1.1214 6.3403 0.08
H 0.3778 -0.2187 7.8067 0.08
H -0.6861 -0.8121 2.0075 0.08
H 1.0230 -0.7632 2.4592 0.06
H 0.1311 0.7184 1.9504 0.08
O -6.4129 -1.9734 -0.1993 0.09
C -7.1741 -1.4520 -0.9909 -0.50
O -6.8388 -0.4257 -1.8430 -0.03
C -5.5170 0.1971 -1.7926 -0.22
C -4.4381 -0.5040 -2.5828 -0.07
C -8.5826 -1.9618 -1.1657 0.01
H -5.2256 0.3078 -0.7481 0.12
H -5.6343 1.2313 -2.1161 0.12
H -4.3576 -1.5305 -2.2251 0.08
H -3.5154 0.0294 -2.3544 0.07
H -4.6310 -0.4498 -3.6542 0.08
H -9.2271 -1.1262 -1.4385 0.08
H -8.9705 -2.4428 -0.2678 0.09
H -8.6284 -2.6773 -1.9868 0.09
```

# 3
A molecular structure, C16H31CoNP2. Source: the Open Molecules 2025 dataset; level of theory: ωB97M-V/def2-TZVPD.

Computed properties:
2S+1	4
gap between HOMO and LUMO (spin up / spin down)	5.35 / 8.17	eV
ΔE to the lowest compared entry with this formula, charge and spin	0.00	kJ/mol
max |F|	0.0891	hartree/bohr
expectation value of S²	3.7724
LUMO (spin up / spin down)	0.4 / 0.0	eV

```
51
Properties=species:S:1:pos:R:3:lowdin_charge:R:1
P -0.8323 2.4734 0.1586 0.71
P 1.7553 1.5450 1.5355 0.76
C -0.2458 0.7698 -0.2225 -0.39
C 0.6019 0.2252 0.9316 -0.39
H 0.3191 0.8378 -1.1673 0.09
H -1.1532 0.1690 -0.3902 0.06
H -0.0132 -0.0844 1.7919 0.09
H 1.1990 -0.6429 0.6068 0.06
C 3.1915 1.2591 0.4379 -0.23
H 4.0422 1.8110 0.8473 0.05
H 2.9731 1.6209 -0.5701 0.04
H 3.4175 0.1860 0.4089 0.04
C 2.3101 0.8569 3.1330 -0.25
H 2.5964 -0.1959 2.9977 0.05
H 1.4915 0.9385 3.8565 0.05
H 3.1647 1.4520 3.4740 0.05
C -1.2998 3.1816 -1.4158 -0.24
H -1.7787 4.1471 -1.2394 0.03
H -1.9906 2.4660 -1.8734 0.05
H -0.3972 3.3256 -2.0194 0.06
C -2.3167 2.2157 1.1597 -0.22
H -2.0487 1.7950 2.1350 0.05
H -2.9431 1.5218 0.5901 0.05
H -2.8068 3.1854 1.2903 0.05
Co 0.6683 3.3938 1.3404 0.13
C 0.2910 -3.7843 0.0623 -0.11
C 1.1508 -3.3389 -0.8715 -0.12
C 1.0076 -3.4456 -2.3637 -0.19
C -0.4296 -3.5856 -2.8996 -0.21
C -1.3688 -2.4888 -2.4752 -0.11
C -2.1096 -2.4260 -1.3632 -0.13
C -2.2269 -3.4682 -0.2845 -0.19
C -1.0420 -4.4439 -0.1558 -0.21
C -0.5026 5.1080 0.8533 -0.27
H 0.5901 -3.7512 1.1235 0.10
H 2.1318 -2.9624 -0.5513 0.10
H 1.5902 -4.3027 -2.7479 0.12
H 1.4718 -2.5483 -2.8034 0.11
H -0.3590 -3.5312 -4.0017 0.11
H -0.8160 -4.5855 -2.6656 0.10
H -1.4778 -1.6979 -3.2409 0.11
H -2.8228 -1.5945 -1.2453 0.10
H -3.1411 -4.0724 -0.4291 0.12
H -2.3670 -2.9405 0.6728 0.11
H -1.2387 -5.0577 0.7428 0.11
H -1.0388 -5.1369 -1.0061 0.10
H -0.3874 5.6178 1.8284 -0.02
H -1.5773 5.1234 0.5398 -0.03
H 0.1614 5.6381 0.1231 0.00
N 2.7005 4.9024 2.9976 -0.02
C 1.9058 4.3196 2.3641 -0.42
```

# 4
A molecular structure, C16H31EuNO6P. Source: the Open Molecules 2025 dataset; level of theory: ωB97M-V/def2-TZVPD.

Computed properties:
2S+1	7
net charge	+2
gap between HOMO and LUMO (spin up / spin down)	2.64 / 2.50	eV
max |F|	0.2123	hartree/bohr
expectation value of S²	12.0248
LUMO (spin up / spin down)	-9.9 / -9.7	eV

```
56
Properties=species:S:1:pos:R:3:lowdin_charge:R:1
C -1.5865 -0.2574 -5.1754 0.02
C -2.6154 0.3380 -4.2325 -0.09
C -2.3336 1.8500 -3.5798 -0.21
N -1.1128 1.9202 -2.7045 -0.03
C -1.1979 1.1077 -1.4424 -0.34
C -2.6970 0.8007 -0.8741 -0.14
C -2.7915 0.3876 0.7070 -0.18
C -2.2737 -1.1262 1.0678 -0.19
C -1.3153 -1.0165 2.3981 -0.21
C -0.5176 -2.3935 2.7914 -0.20
C 0.3972 -3.0363 1.5927 -0.18
C 1.8866 -2.3742 1.4201 -0.20
C 2.2215 -1.1343 2.4385 -0.14
C 3.7801 -0.5592 2.2445 -0.19
O 4.7325 -1.6018 1.8298 -0.21
C 4.9842 -1.3835 0.3860 -0.18
C -0.2774 1.9318 -0.3137 -0.18
P -1.0305 3.6003 0.2222 0.73
O -2.4034 3.9766 -0.4626 -0.35
O 0.1098 4.8739 -0.2622 -0.22
O -1.1896 3.7645 1.9614 -0.21
C -0.3228 -0.2878 -1.7355 -0.23
O 1.0103 -0.3227 -1.4561 -0.10
O -0.8972 -1.5346 -2.2637 0.07
H -1.3811 -1.4229 -5.1560 0.08
H -0.9838 0.4084 -5.9337 0.08
H -3.6080 -0.2168 -3.9356 0.11
H -3.3124 2.3290 -3.1145 0.13
H -2.0954 2.5302 -4.5329 0.14
H -0.7496 2.8873 -2.5623 0.12
H -3.4826 1.6719 -1.0437 0.13
H -3.1133 -0.1302 -1.4924 0.13
H -3.9526 0.4114 0.9853 0.14
H -2.2772 1.1318 1.4528 0.08
H -1.7926 -1.7150 0.1788 0.09
H -3.2240 -1.7665 1.4029 0.13
H -0.6440 -0.0650 2.2832 0.07
H -2.0497 -0.7860 3.3106 0.14
H 0.0645 -2.2458 3.8148 0.11
H -1.3591 -3.2044 3.0361 0.13
H -0.1180 -3.0636 0.5368 0.11
H 0.5750 -4.1791 1.8886 0.13
H 2.6887 -3.2434 1.5464 0.12
H 1.9806 -1.9850 0.3182 0.08
H 2.1187 -1.5083 3.5449 0.13
H 1.5271 -0.2210 2.1685 0.11
H 4.1147 -0.0279 3.2531 0.15
H 3.7299 0.2959 1.4140 0.13
H 5.6764 -0.4504 0.2350 -0.20
H 3.9715 -1.2647 -0.2099 0.15
H 5.4969 -2.3774 -0.0257 0.17
H 0.8143 2.1760 -0.7305 0.11
H -0.1178 1.2942 0.6625 0.08
H 0.9949 4.4466 -0.5208 0.07
H -1.1586 2.8120 2.3184 0.07
Eu 7.1064 -0.0447 0.3502 1.95
```